89
Properties=species:S:1:pos:R:3:mulliken_charge:R:1 method="wB97M-V/def2-TZVPD" charge=-1 mol_weight_g_mol=1106.216 e_lumo_ev=1.66 e_tot_ha=-12690.2069 homo_lumo_gap_ev=5.907
Ti -0.175 -0.276 -0.263 -0.1788
C -1.473 1.897 6.130 -1.7981
C -0.713 0.962 5.216 1.4932
C 0.169 -0.003 6.001 -1.7739
O 0.038 1.724 4.291 -0.2990
C 0.257 0.854 3.186 -0.5639
C -1.062 -0.011 3.136 -0.9053
O -1.643 0.251 4.416 -0.3040
C -2.189 -0.008 2.067 1.6052
O -1.599 -0.387 0.861 0.2949
C -3.173 -1.112 2.490 0.0891
C -4.192 -0.855 3.403 -0.0723
C -5.057 -1.865 3.791 -1.0150
C -4.914 -3.146 3.271 -0.6191
C -3.899 -3.406 2.365 -0.9647
C -3.030 -2.394 1.975 -0.3892
C -2.977 1.274 1.835 -0.3130
C -2.805 2.434 2.568 0.9379
C -3.564 3.567 2.285 -0.4743
C -4.513 3.539 1.279 -0.9492
C -4.702 2.370 0.547 -0.8045
C -3.938 1.251 0.822 -0.3626
C 0.978 1.543 1.990 1.6793
O 0.783 0.699 0.900 0.6129
C 0.645 2.973 1.555 -0.7113
C -0.024 3.926 2.307 0.7486
C -0.245 5.202 1.791 -0.8695
C 0.219 5.542 0.533 -0.8087
C 0.925 4.601 -0.211 -0.6389
C 1.138 3.333 0.295 -0.4630
C 2.477 1.566 2.341 0.3329
C 3.377 0.804 1.612 0.7868
C 4.728 0.829 1.935 -0.8101
C 5.186 1.614 2.980 -0.6223
C 4.284 2.382 3.710 -1.0227
C 2.936 2.360 3.391 -0.3228
H -0.806 2.323 6.880 0.3963
H -2.261 1.339 6.634 0.3766
H -1.924 2.706 5.557 0.3313
H 0.971 0.546 6.495 0.3579
H 0.608 -0.765 5.359 0.3432
H -0.436 -0.509 6.754 0.4481
H 1.004 0.111 3.482 0.2525
H -0.717 -1.050 3.094 0.9245
H -4.307 0.141 3.809 0.4289
H -5.847 -1.653 4.501 0.4158
H -5.592 -3.935 3.573 0.3803
H -3.776 -4.401 1.955 0.4761
H -2.233 -2.598 1.271 0.2067
H -2.072 2.460 3.358 -0.2253
H -3.405 4.473 2.858 0.4514
H -5.106 4.419 1.063 0.3893
H -5.440 2.337 -0.245 0.4724
H -4.070 0.342 0.247 0.5184
H -0.368 3.684 3.300 0.5435
H -0.782 5.930 2.387 0.4607
H 0.047 6.535 0.137 0.3994
H 1.307 4.855 -1.192 0.4579
H 1.672 2.593 -0.293 0.3585
H 3.038 0.181 0.794 -0.4313
H 5.404 0.213 1.355 0.3287
H 6.240 1.632 3.229 0.3862
H 4.632 3.002 4.527 0.4142
H 2.238 2.966 3.955 0.3898
C -2.156 3.603 -1.596 -1.2059
C -2.616 3.338 -2.870 -1.0164
C -2.445 2.067 -3.395 -0.9468
C -1.787 1.106 -2.643 0.9233
N -1.322 1.374 -1.415 1.5232
C -1.527 2.585 -0.899 -0.1857
C -1.610 -0.284 -3.117 0.3973
C -1.758 -0.630 -4.443 -1.1510
C -1.602 -1.960 -4.815 -0.4240
C -1.318 -2.889 -3.841 -1.0746
C -1.161 -2.456 -2.529 -0.4478
N -1.284 -1.183 -2.169 0.6358
H -2.283 4.565 -1.122 0.5633
H -3.120 4.103 -3.449 0.4284
H -2.834 1.821 -4.372 0.3905
H -1.181 2.750 0.110 0.2856
H -1.956 0.128 -5.187 0.3207
H -1.682 -2.252 -5.854 0.4178
H -1.153 -3.930 -4.069 0.4807
H -0.881 -3.151 -1.750 0.6066
Se 1.669 0.056 -2.126 -0.6899
Sb 2.546 -2.241 -1.519 0.4852
Se 2.093 -3.904 -3.204 -0.6896
Se 4.729 -2.104 -0.544 -0.6393
Se 0.728 -2.497 0.297 -0.7640